# 1
{
  "formula": "C15H17IN2O6Pd",
  "method": "wB97M-V/def2-TZVPD",
  "species": ["H", "C", "C", "O", "I", "C", "H", "C", "Pd", "H", "H", "H", "C", "H", "H", "H", "H", "C", "O", "H", "H", "C", "C", "C", "O", "H", "O", "C", "N", "H", "C", "N", "C", "C", "C", "H", "C", "H", "H", "O", "H", "O"],
  "xyz": [[-3.40, -4.05, 0.67], [2.54, 0.69, 0.63], [1.91, 2.03, 0.14], [0.32, 0.92, 1.40], [-2.53, -1.25, 1.58], [-2.21, 1.14, -1.80], [2.63, 2.85, 0.13], [-0.01, -3.49, -0.95], [0.10, -0.65, -0.95], [1.44, -0.76, 1.92], [-4.20, 1.90, -2.04], [-2.37, -5.88, -0.66], [-3.48, 1.72, -1.24], [3.01, 1.07, 3.24], [-0.10, -5.50, -1.65], [0.76, 2.95, 3.29], [1.39, 0.77, 3.88], [-1.78, -2.71, 0.30], [0.99, 3.17, -1.71], [-3.27, 2.68, -0.76], [0.97, -3.26, -1.35], [1.49, 2.54, 2.59], [2.80, -0.35, -0.46], [1.95, 1.12, 3.02], [0.89, 0.97, -1.83], [3.53, 0.88, 1.03], [-1.84, 0.00, -1.45], [1.58, 0.31, 1.77], [-0.59, -2.49, -0.27], [-3.90, 1.03, -0.51], [-0.60, -4.73, -1.10], [-1.54, 1.86, -2.69], [0.83, 2.25, 1.23], [-2.45, -3.91, 0.18], [-1.86, -4.93, -0.55], [0.04, 2.92, 0.94], [1.22, 2.08, -1.22], [-0.55, 1.62, -2.81], [-1.75, 2.84, -2.78], [1.91, -1.32, -0.62], [2.31, 3.25, 2.49], [3.84, -0.32, -1.08]],
  "e_above_lowest_kcal_mol": 0.00,
  "lumo_ev": -0.43,
  "e_tot_ha": -1568.376528,
  "homo_lumo_gap_ev": 8.566,
  "max_force_ev_per_a": 0.65
}

# 2
{
  "formula": "C25H33BrNOPtS2Te",
  "method": "wB97M-V/def2-TZVPD",
  "species": ["H", "C", "C", "C", "H", "H", "H", "C", "C", "C", "H", "Pt", "S", "C", "H", "H", "H", "H", "H", "H", "H", "H", "S", "C", "H", "C", "H", "H", "C", "C", "C", "N", "H", "H", "H", "H", "H", "O", "C", "H", "C", "C", "H", "C", "H", "H", "H", "H", "H", "C", "H", "C", "H", "C", "Te", "H", "Br", "H", "C", "C", "C", "C", "C", "C", "H"],
  "xyz": [[-6.48, -3.41, -2.61], [-6.52, -1.10, -1.20], [-3.14, -2.24, -0.89], [-4.05, -1.29, -1.36], [-5.55, -3.67, -1.14], [-7.47, -1.38, -1.66], [-2.07, 3.47, 1.13], [7.67, 0.24, -0.16], [-1.02, 2.39, -1.17], [-1.98, -1.84, -0.28], [5.60, 2.91, 0.09], [1.12, -0.99, 1.57], [0.31, -1.02, 3.78], [-5.53, -3.19, -2.12], [-5.34, 0.00, -3.43], [-4.56, -1.46, -4.05], [-4.40, 2.68, -0.57], [2.09, 1.15, 4.35], [8.72, 0.00, -0.20], [-6.51, -1.49, -0.18], [-4.47, 0.79, -1.57], [4.23, -2.12, 0.67], [3.10, -2.03, 3.29], [-1.66, -0.44, -0.09], [-0.16, 1.90, -0.74], [6.72, -0.76, -0.23], [-0.87, 3.47, -1.10], [4.30, 0.22, 5.17], [-2.23, 2.39, 1.05], [4.33, -1.56, -0.26], [-3.75, 0.08, -1.20], [2.63, 0.43, 3.89], [4.53, -2.26, -1.07], [-6.49, -0.02, -1.15], [5.34, -1.43, 3.84], [-4.75, -3.66, -2.72], [4.85, -0.67, 2.32], [-0.61, -0.05, 0.49], [4.96, 0.87, -0.06], [-3.21, 3.92, -0.93], [4.07, 0.32, 4.11], [4.53, -0.92, 3.33], [3.15, 1.41, 1.02], [-5.36, -1.68, -2.03], [3.21, 2.03, -0.64], [7.04, -1.79, -0.34], [4.58, 1.21, 3.73], [-1.42, 1.88, 1.55], [-6.32, -1.37, -3.93], [7.27, 1.56, -0.04], [-3.34, -3.29, -1.01], [1.98, -0.71, 3.57], [-3.16, 2.16, 1.56], [-5.39, -1.09, -3.44], [2.48, -0.58, -0.61], [8.00, 2.35, 0.01], [-0.77, -3.14, 0.31], [-3.56, 2.68, -2.13], [5.37, -0.46, -0.18], [5.92, 1.87, 0.01], [-2.32, 2.03, -0.44], [-2.61, 0.54, -0.60], [3.49, 1.20, 0.00], [-3.45, 2.86, -1.06], [-1.08, 2.14, -2.23]],
  "multiplicity": 3,
  "e_above_lowest_kcal_mol": 9.77,
  "lumo_ev": [-2.31, -4.85],
  "e_tot_ha": -4859.920564,
  "total_charge": 1,
  "homo_lumo_gap_ev": [8.046, 6.234],
  "max_force_ev_per_a": 0.32
}

# 3
{
  "formula": "C4H3",
  "method": "wB97M-V/def2-TZVPD",
  "species": ["C", "H", "H", "C", "H", "C", "C"],
  "xyz": [[2.61, -0.12, 0.25], [0.27, -0.08, 0.12], [3.70, -0.10, 0.20], [-2.38, 0.10, -0.17], [-2.30, 0.93, -0.87], [1.40, -0.13, 0.21], [-3.31, -0.60, 0.27]],
  "lumo_ev": 3.64,
  "e_tot_ha": -154.040026,
  "total_charge": -1,
  "homo_lumo_gap_ev": 7.094,
  "max_force_ev_per_a": 1.49
}

# 4
{
  "formula": "C31H50ClGdP",
  "method": "wB97M-V/def2-TZVPD",
  "species": ["H", "H", "H", "H", "H", "H", "C", "C", "C", "H", "C", "H", "C", "H", "H", "C", "H", "C", "H", "H", "C", "H", "C", "H", "C", "P", "C", "H", "H", "H", "H", "H", "C", "H", "C", "C", "C", "H", "H", "H", "H", "H", "C", "H", "H", "H", "H", "H", "C", "C", "H", "C", "C", "H", "Gd", "C", "C", "H", "H", "H", "H", "C", "H", "H", "C", "C", "C", "C", "H", "H", "H", "C", "H", "H", "H", "C", "C", "H", "C", "H", "H", "H", "H", "Cl"],
  "xyz": [[-2.65, 4.00, -2.49], [1.53, 1.33, -2.37], [2.37, 5.54, 2.49], [3.91, 1.01, -2.88], [0.11, -2.58, -4.88], [-4.15, 3.12, -0.80], [-1.01, 1.64, -0.49], [-0.81, -1.00, -1.96], [1.08, 4.53, 3.91], [4.05, 0.37, 0.97], [-0.80, -0.30, -3.35], [-1.45, -5.59, 3.58], [-2.53, -3.12, 2.28], [-0.74, 1.92, 0.54], [-1.66, -3.53, -2.57], [2.38, -0.84, 0.22], [3.70, 1.92, -1.39], [1.54, 3.73, 1.64], [-0.58, -4.65, 4.75], [2.03, -1.03, 1.24], [-0.86, 4.09, -1.29], [-2.72, 5.17, -1.19], [1.53, 0.23, -0.45], [-1.82, -2.99, 0.24], [2.09, 0.53, -1.85], [-0.35, -0.18, -0.40], [-2.53, 1.70, -0.70], [2.27, -1.79, -0.33], [1.52, 1.15, 0.17], [-0.56, 4.51, -0.33], [0.68, -5.27, 2.59], [-2.77, 1.33, -1.72], [-0.69, -3.26, -2.99], [-0.10, -4.18, -3.06], [1.80, 4.64, 2.72], [3.88, -0.47, 0.27], [-0.99, -4.60, 3.77], [-3.29, -2.36, 2.31], [-1.50, -3.29, -4.99], [0.84, -3.61, 3.20], [0.06, -2.76, -1.03], [4.43, -1.32, 0.67], [-0.29, 2.67, -1.41], [-1.79, -0.62, 1.35], [-0.10, -1.08, 1.89], [-0.39, 2.34, -2.47], [-1.64, -2.56, 4.14], [4.54, -1.00, -1.72], [0.57, 2.75, 1.87], [-2.38, 4.16, -1.44], [-0.75, 1.72, 3.24], [-2.06, -3.48, 3.70], [-0.94, -1.24, 1.14], [-2.89, -3.81, 4.33], [2.30, 2.04, 3.22], [0.10, -4.34, 2.73], [-1.49, -1.22, -4.35], [2.12, 3.79, 0.71], [-2.54, -1.30, -4.05], [-0.42, 3.43, 5.03], [5.46, 0.31, -0.99], [-0.24, -3.76, 1.42], [1.98, -0.36, -2.48], [-3.04, -4.06, 1.93], [0.22, 3.48, 4.14], [-0.88, -2.63, -4.38], [0.00, -2.30, -2.03], [-3.08, 3.13, -0.56], [-3.00, 3.44, 0.49], [-1.87, -1.26, -1.78], [-1.48, -0.78, -5.35], [-1.36, -2.71, 1.19], [1.03, -2.08, -2.36], [0.78, 2.71, -1.18], [1.09, 5.38, 4.63], [-0.06, 2.56, 3.07], [3.58, 0.93, -1.84], [0.43, -3.90, 0.60], [4.44, -0.09, -1.11], [-1.32, 0.68, -3.31], [0.23, -0.08, -3.67], [-0.39, 4.72, -2.06], [-3.05, 1.04, 0.01], [1.33, -0.36, 3.66]],
  "multiplicity": 8,
  "e_above_lowest_kcal_mol": 70.08,
  "lumo_ev": [2.71, 2.19],
  "e_tot_ha": -2778.109310,
  "total_charge": -1,
  "homo_lumo_gap_ev": [2.532, 4.098],
  "max_force_ev_per_a": 3.35
}

# 5
{
  "formula": "C22H20F2N4O2PS3SbTc",
  "method": "wB97M-V/def2-TZVPD",
  "species": ["C", "C", "C", "Sb", "C", "N", "N", "C", "H", "F", "H", "C", "C", "H", "S", "H", "C", "C", "O", "H", "H", "C", "C", "H", "C", "C", "H", "C", "C", "S", "H", "S", "Tc", "C", "N", "F", "H", "H", "H", "C", "C", "H", "H", "C", "P", "H", "C", "H", "C", "H", "H", "C", "O", "H", "H", "N"],
  "xyz": [[-3.18, 0.30, -1.81], [1.38, 5.13, 4.29], [1.05, 0.54, -1.77], [0.16, -2.45, 3.72], [0.92, 3.63, 2.47], [2.07, 8.56, 4.24], [-2.64, -3.78, 1.37], [1.82, 7.50, 3.86], [-3.56, -4.01, 1.73], [-4.52, 0.21, -1.79], [0.30, -5.28, -2.07], [3.76, 0.53, -1.36], [-1.19, 0.81, -2.95], [-3.13, 1.00, -3.85], [1.75, -1.90, 1.89], [-0.26, -5.37, -3.71], [-2.52, -4.06, -0.08], [-2.57, 0.73, -2.97], [-0.34, -2.50, -0.16], [-1.90, -4.27, 1.98], [0.93, -4.31, -3.33], [1.51, 6.18, 3.39], [1.09, 3.86, 3.83], [-3.02, -0.35, 0.21], [-0.42, 0.48, -1.84], [0.40, 1.19, 1.59], [-1.91, -4.06, -2.88], [1.05, 4.69, 1.56], [2.88, -0.05, -0.47], [-1.50, -0.98, 2.53], [4.83, 0.50, -1.16], [-0.48, -4.59, 3.38], [0.10, -0.62, 0.91], [-0.93, -3.75, -2.52], [0.08, -4.75, -2.99], [-0.60, 1.20, -4.10], [-2.83, -5.08, -0.29], [3.90, 1.64, -3.19], [-0.71, -2.76, -2.91], [-2.48, -0.05, -0.67], [0.63, 2.31, 1.99], [1.44, 6.78, 1.33], [-3.18, -3.37, -0.61], [1.34, 5.96, 2.02], [-0.80, -3.82, -0.66], [1.46, 1.64, -3.55], [1.88, 1.16, -2.69], [-2.44, -2.77, 1.58], [-1.09, 0.04, -0.69], [3.24, -0.52, 0.43], [0.98, 3.04, 4.53], [3.25, 1.15, -2.48], [-0.02, -5.09, -0.49], [0.93, 4.51, 0.51], [1.51, 5.32, 5.35], [1.56, -0.05, -0.66]],
  "multiplicity": 3,
  "e_above_lowest_kcal_mol": 0.00,
  "lumo_ev": [-5.31, -4.12],
  "e_tot_ha": -3276.397605,
  "total_charge": 1,
  "homo_lumo_gap_ev": [5.128, 6.664],
  "max_force_ev_per_a": 0.65
}

# 6
{
  "formula": "C25H32N7O7P2S",
  "method": "wB97M-V/def2-TZVPD",
  "species": ["H", "H", "H", "H", "C", "C", "H", "O", "H", "H", "P", "H", "H", "H", "H", "N", "C", "C", "C", "O", "O", "H", "H", "H", "C", "H", "C", "N", "N", "H", "C", "H", "N", "H", "H", "C", "C", "H", "O", "O", "H", "C", "H", "H", "H", "H", "H", "C", "H", "C", "N", "C", "N", "C", "C", "H", "C", "H", "O", "C", "O", "C", "C", "C", "S", "P", "N", "C", "H", "C", "H", "H", "C", "C"],
  "xyz": [[-0.37, -3.31, 1.29], [1.65, -3.56, 0.18], [1.25, -2.16, 2.47], [-2.34, 3.39, -1.59], [-3.25, 1.06, -1.44], [1.83, -5.15, -4.50], [4.33, -2.18, -4.34], [1.56, 3.23, 2.85], [-3.33, 3.80, -4.15], [-2.94, -2.05, 4.74], [-2.61, -0.57, 2.89], [4.19, -0.03, -0.79], [0.54, 0.75, -0.16], [2.88, -2.68, -2.40], [-1.94, -2.07, -1.00], [-2.82, 0.69, -0.04], [-0.96, 3.99, 3.64], [-4.12, 0.08, -2.47], [3.20, 1.90, -0.03], [2.29, 2.80, -0.44], [-1.84, 0.52, 4.04], [-3.10, 3.85, 3.83], [-0.89, 3.08, 3.04], [-4.43, -0.99, -2.05], [-4.59, 0.44, -3.98], [3.77, 2.98, 1.53], [0.01, -1.44, -0.72], [-1.47, -1.14, -1.03], [1.51, 4.26, 3.54], [-5.20, -0.36, -4.61], [-3.53, 2.72, -3.67], [-3.75, -2.52, 3.28], [-4.28, 1.78, -4.56], [1.39, -0.56, 3.54], [2.52, 0.39, -1.73], [0.18, 4.72, 3.98], [2.32, -0.54, 0.45], [-0.11, 0.84, 2.10], [3.29, -5.38, -7.77], [1.70, -6.57, -6.85], [-1.24, -0.03, 4.64], [0.64, -1.25, 2.93], [-3.18, 1.27, 0.75], [0.96, 6.48, 5.02], [1.12, -5.97, -4.53], [0.55, -1.38, -1.78], [2.77, -0.19, 1.48], [-2.21, 4.42, 4.08], [2.69, -1.64, 0.27], [-0.09, -0.30, 1.80], [2.54, -5.66, -6.83], [3.09, 0.38, -0.71], [-1.48, -0.85, 1.54], [2.65, -4.85, -5.60], [-1.99, -0.37, 0.21], [1.29, -4.58, -2.49], [0.69, -0.34, 0.32], [-0.09, -1.72, 3.72], [4.22, 2.22, 1.02], [-2.94, 2.54, -2.17], [2.50, 4.92, 3.89], [-1.18, 6.32, 5.18], [3.63, -3.01, -4.39], [3.56, -3.79, -5.55], [-0.58, -4.62, -1.12], [0.26, -3.24, -0.03], [-2.86, -2.16, 3.71], [-2.32, 5.58, 4.85], [4.20, -3.55, -6.39], [0.08, 5.89, 4.75], [-1.27, 7.22, 5.78], [-3.30, 5.91, 5.20], [2.82, -3.30, -3.30], [1.92, -4.36, -3.35]],
  "lumo_ev": -4.69,
  "e_tot_ha": -2961.871170,
  "total_charge": 1,
  "homo_lumo_gap_ev": 6.790,
  "max_force_ev_per_a": 8.39
}

# 7
{
  "formula": "C5H10N3S",
  "method": "wB97M-V/def2-TZVPD",
  "species": ["H", "H", "H", "C", "C", "H", "H", "C", "H", "H", "N", "H", "S", "H", "H", "N", "N", "C", "C"],
  "xyz": [[1.99, -2.36, -0.91], [-0.43, 1.18, 1.47], [-1.33, -2.73, 0.81], [-1.42, 0.55, -0.24], [-1.50, -1.65, 0.63], [1.32, 1.03, 0.59], [3.30, -1.16, -0.93], [-1.54, 1.84, -0.93], [-0.45, -1.06, 2.41], [2.91, 0.87, -0.22], [2.37, -1.45, -0.71], [-1.04, 2.56, -0.31], [-2.12, -0.90, -0.80], [-2.62, 2.05, -1.15], [-1.05, 1.72, -1.81], [-0.89, 0.44, 0.94], [1.90, 0.54, -0.02], [-0.85, -0.79, 1.41], [1.43, -0.70, -0.22]],
  "e_above_lowest_kcal_mol": 34.47,
  "lumo_ev": -3.72,
  "e_tot_ha": -758.666649,
  "total_charge": 1,
  "homo_lumo_gap_ev": 8.464,
  "max_force_ev_per_a": 3.45
}

# 8
{
  "formula": "C2H3ClO2S",
  "method": "wB97M-V/def2-TZVPD",
  "species": ["C", "S", "O", "C", "H", "Cl", "H", "H", "O"],
  "xyz": [[-0.03, 0.29, 0.81], [-0.86, -1.19, 0.06], [1.42, 0.93, -1.04], [1.20, 0.34, -0.01], [-1.52, -0.35, -2.00], [2.26, -0.86, 0.53], [0.04, 0.07, 2.03], [-0.64, 1.21, 0.60], [-1.87, -0.44, -0.99]],
  "e_above_lowest_kcal_mol": 21.36,
  "lumo_ev": 0.33,
  "e_tot_ha": -1086.816669,
  "smiles": "O=C(Cl)CSO",
  "homo_lumo_gap_ev": 9.632,
  "max_force_ev_per_a": 3.83
}

# 9
{
  "formula": "C3H5NO",
  "method": "wB97M-V/def2-TZVPD",
  "species": ["H", "C", "H", "C", "H", "H", "C", "O", "N", "H"],
  "xyz": [[-0.65, -0.36, 0.64], [1.67, 0.58, -0.66], [0.96, 0.12, -1.36], [-2.32, 0.14, -0.12], [-2.90, 0.41, -1.01], [3.36, -0.43, 0.42], [2.28, -0.16, 0.35], [1.47, -0.29, 1.27], [-1.10, -0.14, -0.26], [-2.87, 0.14, 0.83]],
  "e_above_lowest_kcal_mol": 122.80,
  "lumo_ev": -0.94,
  "e_tot_ha": -247.111549,
  "homo_lumo_gap_ev": 8.475,
  "max_force_ev_per_a": 0.51
}

# 10
{
  "formula": "C13H22MoN7O2",
  "method": "wB97M-V/def2-TZVPD",
  "species": ["C", "H", "H", "C", "N", "H", "H", "O", "N", "C", "H", "H", "N", "C", "Mo", "C", "C", "H", "C", "H", "H", "C", "N", "H", "H", "H", "H", "H", "C", "H", "O", "C", "C", "H", "N", "N", "H", "N", "C", "H", "H", "H", "C", "H", "H"],
  "xyz": [[-3.91, 1.41, -0.59], [4.43, -0.72, 0.62], [-1.91, 0.20, 2.42], [-2.72, -0.99, -0.05], [-1.16, 0.89, 2.38], [3.96, -1.11, -2.64], [2.60, -3.43, -1.16], [-1.83, 4.47, 2.58], [-1.98, 0.01, -0.46], [-2.52, 1.21, -0.91], [-2.18, 1.59, -1.87], [1.19, 2.01, 1.12], [0.93, -1.29, -1.81], [-1.55, 3.38, 2.31], [-0.63, 1.39, 0.31], [3.78, 0.01, 0.14], [-1.59, 2.11, 3.15], [4.57, -1.96, -1.22], [2.94, 0.73, 1.18], [1.62, -1.98, -3.67], [-0.38, 0.47, 2.88], [1.48, -2.37, -2.66], [2.94, -0.71, -0.84], [2.25, 2.15, -0.31], [-0.04, -1.02, -1.94], [2.50, 0.02, 1.88], [0.74, -3.17, -2.71], [-5.99, -1.61, 0.02], [2.78, -2.85, -2.06], [-0.94, 2.26, 4.02], [-1.03, 3.02, 1.00], [1.65, -0.55, -0.99], [3.66, -1.66, -1.74], [3.55, 1.44, 1.73], [-4.99, -1.81, 0.00], [0.97, 0.44, -0.27], [3.30, -3.50, -2.77], [-4.68, 0.44, -0.18], [1.84, 1.43, 0.40], [-2.25, -1.86, 0.38], [-4.36, 2.39, -0.71], [-4.70, -2.77, 0.05], [-4.16, -0.81, -0.11], [-2.61, 1.99, 3.52], [4.42, 0.71, -0.41]],
  "e_above_lowest_kcal_mol": 13.20,
  "lumo_ev": [-11.69, -11.68],
  "e_tot_ha": -1109.524231,
  "total_charge": 3,
  "homo_lumo_gap_ev": [6.983, 7.045],
  "max_force_ev_per_a": 1.14
}

# 11
{
  "formula": "C14H10Cl2N4O2STm",
  "method": "wB97M-V/def2-TZVPD",
  "species": ["C", "H", "H", "C", "N", "N", "C", "H", "H", "N", "N", "C", "C", "Tm", "C", "H", "O", "H", "H", "Cl", "C", "C", "C", "C", "C", "Cl", "H", "H", "C", "S", "C", "O", "C", "H"],
  "xyz": [[-0.69, 3.44, -3.38], [1.39, 1.91, -3.90], [-3.35, 4.43, -1.55], [-2.26, -0.41, 3.08], [2.77, -3.19, 0.71], [-0.43, -0.94, 1.63], [-1.91, -1.45, 3.94], [-0.16, 3.69, -4.29], [-2.49, -1.65, 4.83], [4.51, -3.74, -0.61], [1.71, -2.43, 0.99], [-0.25, 2.37, -2.58], [-0.94, 2.01, -1.37], [0.96, -0.53, -0.45], [3.46, -2.95, -0.38], [4.71, -4.47, 0.05], [1.36, 0.64, -2.33], [-1.74, 0.60, 1.26], [5.08, -3.60, -1.43], [-2.95, 2.46, 0.40], [-1.50, -0.20, 1.95], [-1.79, 4.17, -3.01], [0.89, 1.61, -2.97], [-2.07, 2.81, -1.04], [-0.08, -1.95, 2.46], [-2.37, 5.49, -3.95], [-3.11, 0.22, 3.28], [-0.50, -3.04, 4.26], [-0.81, -2.23, 3.62], [3.15, -1.69, -1.54], [1.07, -2.73, 2.08], [-0.55, 1.03, -0.63], [-2.49, 3.85, -1.83], [1.40, -3.55, 2.71]],
  "multiplicity": 3,
  "e_above_lowest_kcal_mol": 16.23,
  "lumo_ev": [-4.03, -4.02],
  "e_tot_ha": -3312.687126,
  "total_charge": 1,
  "homo_lumo_gap_ev": [7.185, 7.190],
  "max_force_ev_per_a": 1.18
}